82
Properties=species:S:1:pos:R:3 method="wB97M-V/def2-TZVPD" homo_ev=-2.76 lumo_energy_ev=2.13 e_tot_ha=-3262.2920 total_charge=-1 orbital_gap_ev=4.9
C -2.154 -0.122 4.203
C -0.951 -0.828 3.393
S -1.132 -0.398 1.609
C 0.481 0.020 0.832
P 0.757 1.683 -0.071
C 0.824 0.667 -1.730
C -1.107 2.137 -0.255
C -1.982 1.328 -1.274
C -3.557 1.675 -1.261
C -4.094 2.376 0.040
C -3.868 2.689 -2.471
C 1.430 3.264 -0.885
C 0.605 3.832 -2.230
C 0.502 5.470 -2.308
O 1.427 4.598 -3.216
B 0.553 2.641 1.653
O 0.095 4.041 1.731
O 0.651 2.065 2.965
P 2.973 1.306 0.280
N 3.361 -0.437 0.102
O 3.423 1.654 1.906
H -2.574 0.677 3.518
H -3.010 -0.838 4.399
H -1.790 0.403 5.134
H 0.046 -0.501 3.818
H -1.041 -1.955 3.549
H 1.247 -0.070 1.684
H 0.752 -0.921 0.248
H 0.226 -0.284 -1.727
H 0.474 1.224 -2.639
H 1.899 0.355 -1.968
H -1.281 3.238 -0.530
H -1.569 2.190 0.793
H -1.722 1.489 -2.372
H -1.919 0.207 -1.114
H -4.163 0.749 -1.493
H -5.182 2.694 -0.087
H -3.534 3.338 0.281
H -3.993 1.700 0.936
H -4.967 2.982 -2.495
H -3.608 2.265 -3.481
H -3.303 3.668 -2.339
H 2.397 2.997 -1.433
H 1.710 4.148 -0.260
H -0.318 3.231 -2.617
H -0.436 5.771 -2.838
H 1.058 6.075 -1.550
H 0.922 4.535 1.887
H -0.173 2.350 3.414
H 4.249 -0.451 -0.411
H 3.546 -0.877 1.010
H 3.936 0.914 2.270
C 6.206 -3.652 -2.867
C 5.176 -2.640 -3.263
O 4.925 -1.947 -2.056
C 6.086 -2.020 -1.345
O 6.343 -1.335 -0.407
O 6.923 -2.971 -1.846
F 4.030 -3.241 -3.664
H 5.763 -4.563 -2.455
H 6.864 -3.925 -3.693
H 5.510 -1.933 -4.028
C 1.919 -2.987 5.394
C 2.103 -3.318 3.953
O 2.894 -4.491 3.985
C 2.574 -5.111 5.158
O 2.835 -6.246 5.409
O 1.910 -4.273 6.005
F 2.800 -2.347 3.317
H 2.746 -2.398 5.800
H 0.986 -2.456 5.581
H 1.172 -3.518 3.415
C -5.269 -2.589 -3.826
C -5.810 -3.463 -2.736
O -5.665 -2.661 -1.582
C -5.755 -1.371 -2.015
O -5.943 -0.437 -1.305
O -5.609 -1.286 -3.366
F -5.057 -4.581 -2.585
H -4.183 -2.667 -3.926
H -5.727 -2.796 -4.793
H -6.861 -3.740 -2.860